(1)
Density functional theory data (ωB97M-V with the def2-TZVPD basis set) for 8 unconnected molecules or ions with the total composition C30H83N7O8 at a distorted geometry.

Each line ends with the Löwdin charge.
CARTESIAN COORDINATES (ANGSTROEM)
C: 9.814 3.045 -1.559  -0.09
O: 8.587 3.725 -1.303  -0.22
C: 7.448 3.018 -1.687  -0.22
C: 6.161 3.824 -1.349  -0.42
C: 4.894 3.133 -1.865  -0.08
N: 6.233 5.160 -1.957  0.04
H: 10.560 3.799 -1.312  0.09
H: 9.918 2.770 -2.610  0.09
H: 9.900 2.187 -0.892  0.09
H: 7.591 2.970 -2.769  0.13
H: 7.407 2.062 -1.161  0.13
H: 6.018 3.917 -0.272  0.13
H: 4.745 2.139 -1.442  0.06
H: 4.848 3.045 -2.952  0.08
H: 3.979 3.644 -1.563  0.07
H: 6.258 4.989 -2.955  0.07
H: 7.180 5.467 -1.769  0.06
C: 0.564 -3.480 -0.785  -0.12
O: -0.309 -4.529 -0.542  -0.17
C: -1.087 -4.414 0.658  -0.18
C: -2.190 -5.433 0.753  -0.43
C: -3.426 -5.023 -0.044  -0.06
N: -2.608 -5.623 2.151  0.03
H: 1.098 -3.848 -1.661  0.07
H: 1.282 -3.247 0.004  0.08
H: 0.061 -2.544 -1.036  0.07
H: -0.424 -4.487 1.524  0.12
H: -1.467 -3.392 0.738  0.11
H: -1.832 -6.401 0.396  0.14
H: -4.163 -5.801 -0.241  0.07
H: -3.111 -4.584 -0.993  0.07
H: -4.003 -4.209 0.397  0.06
H: -1.775 -6.027 2.565  0.07
H: -3.247 -6.408 2.172  0.07
C: -2.619 -2.061 -3.702  -0.12
O: -2.555 -0.676 -3.446  -0.18
C: -2.336 -0.425 -2.033  -0.16
C: -2.489 1.057 -1.705  -0.40
C: -1.632 2.002 -2.554  -0.04
N: -2.105 1.384 -0.334  0.07
H: -3.324 -2.562 -3.037  0.08
H: -1.639 -2.514 -3.530  0.08
H: -2.876 -2.322 -4.729  0.09
H: -2.999 -1.065 -1.447  0.11
H: -1.322 -0.770 -1.813  0.10
H: -3.547 1.295 -1.835  0.13
H: -1.766 1.769 -3.611  0.08
H: -0.592 1.810 -2.287  0.07
H: -1.907 3.051 -2.455  0.06
H: -2.860 0.974 0.211  0.04
H: -2.115 2.365 -0.089  0.06
C: 0.048 -3.370 7.289  -0.10
O: 0.404 -3.034 5.959  -0.19
C: 0.346 -1.665 5.714  -0.24
C: 0.398 -1.378 4.219  -0.44
C: 1.538 -2.165 3.555  -0.06
N: 0.488 0.039 3.999  0.05
H: -0.044 -4.456 7.318  0.09
H: -0.922 -2.986 7.609  0.09
H: 0.860 -3.022 7.928  0.09
H: -0.662 -1.336 5.982  0.12
H: 1.014 -1.032 6.303  0.13
H: -0.510 -1.768 3.754  0.13
H: 1.645 -2.002 2.482  0.06
H: 1.412 -3.238 3.705  0.07
H: 2.487 -1.905 4.027  0.08
H: 1.451 0.325 4.134  0.07
H: 0.477 0.108 2.985  0.02
C: -0.832 4.420 0.816  -0.10
O: -2.233 4.321 0.541  -0.22
C: -2.626 5.433 -0.235  -0.20
C: -4.101 5.453 -0.737  -0.40
C: -4.626 4.199 -1.466  -0.06
N: -4.313 6.583 -1.647  0.03
H: -0.477 5.402 1.129  0.09
H: -0.263 4.107 -0.062  0.08
H: -0.607 3.717 1.618  0.09
H: -2.446 6.350 0.332  0.12
H: -1.913 5.425 -1.064  0.12
H: -4.800 5.506 0.099  0.13
H: -5.667 4.078 -1.760  0.08
H: -4.440 3.358 -0.794  0.04
H: -4.038 4.035 -2.371  0.07
H: -3.861 6.518 -2.548  0.07
H: -3.997 7.440 -1.213  0.07
C: 4.376 -2.440 -0.253  -0.09
O: 3.932 -2.290 -1.610  -0.20
C: 4.027 -3.484 -2.326  -0.22
C: 3.513 -3.251 -3.771  -0.42
C: 2.077 -2.725 -3.955  -0.06
N: 3.693 -4.455 -4.532  0.02
H: 4.359 -1.464 0.231  0.08
H: 5.322 -2.959 -0.095  0.09
H: 3.608 -3.020 0.266  0.07
H: 5.039 -3.889 -2.270  0.12
H: 3.399 -4.246 -1.855  0.11
H: 4.255 -2.598 -4.235  0.14
H: 1.929 -1.839 -3.337  0.07
H: 1.326 -3.513 -3.882  0.07
H: 1.859 -2.420 -4.980  0.07
H: 2.960 -5.122 -4.330  0.07
H: 3.608 -4.243 -5.517  0.07
C: -3.126 -1.095 1.574  -0.09
O: -3.771 0.156 1.477  -0.22
C: -5.160 0.121 1.684  -0.20
C: -5.772 1.487 1.478  -0.47
C: -5.287 2.573 2.451  -0.04
N: -7.197 1.401 1.569  0.04
H: -2.061 -0.967 1.384  0.08
H: -3.514 -1.898 0.944  0.07
H: -3.224 -1.455 2.601  0.10
H: -5.591 -0.652 1.042  0.13
H: -5.366 -0.257 2.689  0.14
H: -5.451 1.810 0.483  0.12
H: -5.808 2.386 3.392  0.08
H: -5.576 3.563 2.100  0.07
H: -4.227 2.479 2.687  0.08
H: -7.439 2.274 1.116  0.08
H: -7.499 0.652 0.959  0.07
C: 1.647 0.141 -0.589  -0.06
C: 1.381 0.991 0.647  -0.30
O: 0.185 0.582 1.266  -0.14
H: 0.744 0.156 -1.199  0.05
H: 1.914 -0.894 -0.372  0.05
H: 2.552 0.471 -1.103  0.07
H: 1.250 2.040 0.371  0.10
H: 2.197 0.968 1.371  0.11
H: -0.491 0.707 0.586  0.03

As for the SMILES: COC[C@H](C)N.COC[C@H](C)N.COC[C@H](C)N.COC[C@H](C)N.COC[C@H](C)N.COC[C@H](C)N.COC[C@H](C)N.CCO. The energy above the lowest of the compared OMol25 structures with the same formula, charge and spin is 44.7 kcal/mol. The orbital gap is 9.5 eV. For the electronic energy, the calculation gives -59261.70265 eV. The LUMO energy is 0.641 eV.

(2)
Density functional theory data (ωB97M-V with the def2-TZVPD basis set) for 8 unconnected molecules or ions with the total composition C30H83N7O9 at a distorted geometry.

Each line ends with the Löwdin charge.
CARTESIAN COORDINATES (ANGSTROEM)
C: -0.992 -3.779 6.954  -0.13
O: -0.209 -2.783 6.379  -0.18
C: -0.983 -1.672 5.947  -0.21
C: -1.423 -1.812 4.522  -0.41
C: -0.301 -1.774 3.478  -0.05
N: -2.478 -0.764 4.251  0.06
H: -0.350 -4.603 7.260  0.09
H: -1.774 -4.146 6.278  0.09
H: -1.492 -3.418 7.869  0.09
H: -1.849 -1.533 6.600  0.13
H: -0.343 -0.787 6.024  0.13
H: -1.970 -2.752 4.353  0.13
H: -0.720 -2.138 2.531  0.07
H: 0.442 -2.555 3.685  0.08
H: 0.133 -0.784 3.362  0.07
H: -2.048 0.139 4.463  0.03
H: -2.570 -0.741 3.234  0.05
C: -2.987 1.183 -2.303  -0.08
O: -1.809 0.968 -3.078  -0.22
C: -1.922 -0.037 -4.038  -0.22
C: -3.029 0.183 -5.056  -0.45
C: -3.097 -0.969 -6.018  -0.06
N: -2.899 1.450 -5.810  0.05
H: -3.585 0.274 -2.220  0.07
H: -3.615 1.953 -2.769  0.10
H: -2.626 1.572 -1.353  0.09
H: -0.946 -0.085 -4.533  0.12
H: -2.051 -1.017 -3.545  0.12
H: -3.976 0.281 -4.512  0.13
H: -3.026 -1.928 -5.501  0.07
H: -2.238 -0.940 -6.699  0.08
H: -3.989 -0.887 -6.634  0.08
H: -2.717 2.209 -5.158  0.04
H: -2.039 1.445 -6.359  0.07
C: 0.886 -2.588 -3.477  -0.09
O: 1.098 -1.222 -3.246  -0.22
C: 1.854 -0.588 -4.237  -0.21
C: 3.357 -0.865 -4.205  -0.39
C: 3.962 -0.256 -2.941  -0.07
N: 4.007 -0.284 -5.385  0.05
H: 0.538 -2.788 -4.502  0.10
H: 0.078 -2.935 -2.830  0.09
H: 1.774 -3.195 -3.281  0.10
H: 1.459 -0.810 -5.242  0.13
H: 1.701 0.494 -4.134  0.10
H: 3.522 -1.944 -4.179  0.13
H: 4.921 -0.713 -2.710  0.11
H: 3.269 -0.367 -2.106  0.07
H: 4.119 0.816 -3.087  0.02
H: 3.874 0.725 -5.377  0.07
H: 3.560 -0.603 -6.242  0.07
C: -4.245 -3.447 -2.769  -0.11
O: -4.169 -2.443 -1.790  -0.20
C: -3.839 -2.954 -0.528  -0.22
C: -3.702 -1.788 0.435  -0.39
C: -4.928 -0.911 0.486  -0.05
N: -2.509 -0.960 0.095  0.06
H: -3.251 -3.873 -2.972  0.09
H: -4.647 -3.024 -3.686  0.08
H: -4.900 -4.267 -2.447  0.09
H: -4.578 -3.693 -0.182  0.13
H: -2.881 -3.501 -0.579  0.13
H: -3.512 -2.150 1.451  0.13
H: -4.839 -0.140 1.249  0.08
H: -5.789 -1.503 0.834  0.09
H: -5.203 -0.540 -0.498  0.07
H: -2.616 -0.637 -0.861  0.04
H: -1.721 -1.612 0.053  0.07
C: -0.885 2.893 6.329  -0.11
O: -1.137 1.947 5.333  -0.22
C: -1.226 2.485 4.025  -0.22
C: -2.387 3.415 3.746  -0.43
C: -3.748 2.786 4.029  -0.04
N: -2.308 3.856 2.328  0.03
H: -1.679 3.639 6.453  0.09
H: 0.065 3.416 6.143  0.09
H: -0.811 2.345 7.268  0.09
H: -0.249 2.966 3.847  0.13
H: -1.262 1.651 3.322  0.09
H: -2.276 4.345 4.314  0.13
H: -4.167 2.431 3.084  0.07
H: -4.447 3.488 4.476  0.07
H: -3.674 1.921 4.693  0.07
H: -2.197 3.024 1.743  0.05
H: -1.449 4.383 2.194  0.06
C: 5.367 1.165 2.059  -0.12
O: 5.092 -0.205 2.129  -0.18
C: 5.448 -0.744 3.358  -0.24
C: 5.208 -2.230 3.353  -0.43
C: 3.768 -2.659 3.599  -0.06
N: 6.151 -2.914 4.302  0.03
H: 4.855 1.730 2.847  0.09
H: 5.007 1.504 1.086  0.08
H: 6.443 1.378 2.111  0.09
H: 6.500 -0.525 3.602  0.12
H: 4.858 -0.282 4.168  0.14
H: 5.432 -2.653 2.358  0.13
H: 3.096 -2.038 3.005  0.07
H: 3.481 -2.544 4.649  0.08
H: 3.632 -3.706 3.330  0.08
H: 6.116 -3.911 4.124  0.06
H: 7.084 -2.606 4.040  0.06
C: 3.535 1.918 -2.080  -0.19
O: 3.010 2.326 -3.322  -0.17
C: 1.682 2.762 -3.219  -0.22
C: 1.181 3.232 -4.580  -0.42
C: 1.661 4.641 -4.851  -0.06
N: -0.308 3.161 -4.648  0.06
H: 4.612 1.804 -2.189  0.11
H: 3.090 0.971 -1.737  0.04
H: 3.333 2.646 -1.281  0.11
H: 1.038 1.944 -2.860  0.11
H: 1.587 3.604 -2.515  0.14
H: 1.552 2.542 -5.342  0.13
H: 1.537 4.917 -5.897  0.08
H: 2.704 4.723 -4.545  0.08
H: 1.087 5.347 -4.243  0.08
H: -0.647 2.522 -3.926  0.04
H: -0.710 4.054 -4.369  0.07
O: -0.737 0.913 1.222  -0.12
C: 0.353 1.007 0.319  -0.23
C: 1.183 -0.268 0.218  -0.21
O: 0.524 -1.261 -0.558  -0.08
H: -1.331 0.207 0.871  0.03
H: -0.022 1.234 -0.690  0.11
H: 0.999 1.831 0.631  0.12
H: 1.420 -0.673 1.200  0.11
H: 2.131 -0.005 -0.280  0.10
H: 0.654 -1.039 -1.493  0.04

As for the SMILES: COC[C@H](C)N.COC[C@H](C)N.COC[C@H](C)N.COC[C@H](C)N.COC[C@H](C)N.COC[C@H](C)N.COC[C@H](C)N.OCCO. The energy above the lowest of the compared OMol25 structures with the same formula, charge and spin is 49.7 kcal/mol. The orbital gap is 9.5 eV. For the electronic energy, the calculation gives -61308.69278 eV. The LUMO energy is 0.494 eV.